This record from the Open Molecules 2025 dataset describes a cluster of 7 separate species, C42H35N7O14 in total in a non-equilibrium geometry. The level of theory is ωB97M-V with the def2-TZVPD basis set.

Atoms and positions in Å:
C: -5.130 -5.492 2.958
C: -5.434 -4.686 1.873
C: -5.219 -3.307 1.991
C: -4.875 -2.803 3.264
C: -4.516 -3.681 4.347
C: -4.661 -5.046 4.166
N: -4.857 -1.389 3.536
O: -4.111 -1.027 4.459
O: -5.693 -0.687 3.020
H: -5.258 -6.544 2.750
H: -5.718 -4.991 0.876
H: -5.325 -2.628 1.158
H: -4.134 -3.345 5.299
H: -4.359 -5.714 4.959
C: 1.269 1.763 -5.769
C: 2.230 0.808 -6.191
C: 2.040 0.029 -7.304
C: 1.044 0.409 -8.213
C: 0.194 1.448 -7.884
C: 0.300 2.176 -6.687
N: 0.938 -0.174 -9.543
O: 1.847 -0.835 -9.969
O: -0.083 0.060 -10.204
H: 1.424 2.263 -4.824
H: 3.019 0.404 -5.574
H: 2.733 -0.747 -7.594
H: -0.617 1.731 -8.538
H: -0.235 3.091 -6.481
C: -1.530 0.713 3.853
C: -0.886 1.066 4.979
C: -0.753 2.418 5.313
C: -1.189 3.347 4.379
C: -1.817 2.950 3.228
C: -2.098 1.649 2.968
N: -1.159 4.835 4.723
O: -1.261 5.667 3.813
O: -0.996 5.202 5.845
H: -1.515 -0.320 3.541
H: -0.420 0.276 5.549
H: -0.485 2.716 6.316
H: -2.027 3.676 2.456
H: -2.689 1.332 2.121
C: 0.807 -0.288 -2.486
C: 0.558 0.422 -1.323
C: -0.272 -0.090 -0.326
C: -1.059 -1.258 -0.549
C: -0.926 -1.864 -1.833
C: -0.001 -1.395 -2.799
N: -1.963 -1.887 0.431
O: -2.499 -2.969 0.234
O: -2.248 -1.235 1.464
H: 1.499 0.053 -3.241
H: 0.947 1.405 -1.107
H: -0.336 0.466 0.597
H: -1.534 -2.720 -2.083
H: 0.170 -1.913 -3.731
C: 2.612 -1.347 5.829
C: 2.708 0.059 5.674
C: 2.502 0.589 4.408
C: 2.441 -0.228 3.237
C: 2.428 -1.607 3.443
C: 2.440 -2.168 4.705
N: 2.302 0.319 1.901
O: 2.423 -0.363 0.947
O: 2.197 1.519 1.790
H: 2.861 -1.621 6.844
H: 2.721 0.531 6.645
H: 2.428 1.654 4.241
H: 2.405 -2.285 2.603
H: 2.431 -3.248 4.722
C: 0.666 8.445 -0.278
C: 1.018 7.869 -1.501
C: 1.293 6.512 -1.602
C: 0.822 5.667 -0.582
C: 0.409 6.262 0.631
C: 0.459 7.632 0.862
N: 0.850 4.233 -0.701
O: 0.454 3.543 0.280
O: 1.090 3.739 -1.789
H: 0.559 9.513 -0.152
H: 1.223 8.388 -2.426
H: 1.730 6.111 -2.505
H: 0.020 5.722 1.481
H: 0.123 8.113 1.769
C: 1.002 -6.050 -2.041
C: 0.939 -4.784 -1.446
C: 2.042 -3.966 -1.549
C: 3.067 -4.271 -2.345
C: 3.040 -5.472 -3.097
C: 2.055 -6.354 -2.926
N: 4.116 -3.209 -2.699
O: 3.941 -2.092 -2.132
O: 4.855 -3.462 -3.580
H: 0.222 -6.761 -1.810
H: 0.188 -4.492 -0.726
H: 2.030 -3.044 -0.986
H: 3.757 -5.650 -3.885
H: 2.002 -7.287 -3.468

Summary:
lowest unoccupied orbital energy (spin up / spin down): 0.039 / 0.039 Ha
HOMO energy (spin up / spin down): -0.062 / -0.192 hartree
charge: -1
expectation value of S²: 0.768
spin multiplicity: 2
energy above the lowest of the compared OMol25 structures with the same formula, charge and spin: 25.9 kcal per mole

The Mulliken scheme yields these atomic charges, measured in e: number 1, C, carries -0.261; number 2, C, carries -0.662; number 3, C, carries -0.322; number 4, C, carries 0.202; number 5, C, carries -0.250; number 6, C, carries -0.605; number 7, N, carries 1.142; number 8, O, carries -0.608; number 9, O, carries -0.605; number 10, H, carries 0.337; number 11, H, carries 0.372; number 12, H, carries 0.421; number 13, H, carries 0.436; number 14, H, carries 0.396; number 15, C, carries -0.376; number 16, C, carries -0.612; number 17, C, carries -0.320; number 18, C, carries -0.020; number 19, C, carries -0.008; number 20, C, carries -0.699; number 21, N, carries 0.956; number 22, O, carries -0.579; number 23, O, carries -0.596; number 24, H, carries 0.573; number 25, H, carries 0.424; number 26, H, carries 0.453; number 27, H, carries 0.415; number 28, H, carries 0.422; number 29, C, carries -0.122; number 30, C, carries -0.752; number 31, C, carries -0.482; number 32, C, carries 0.094; number 33, C, carries -0.087; number 34, C, carries -0.746; number 35, N, carries 1.030; number 36, O, carries -0.608; number 37, O, carries -0.630; number 38, H, carries 0.511; number 39, H, carries 0.524; number 40, H, carries 0.484; number 41, H, carries 0.306; number 42, H, carries 0.460; number 43, C, carries -0.326; number 44, C, carries -0.740; number 45, C, carries 0.018; number 46, C, carries -0.616; number 47, C, carries -0.106; number 48, C, carries -0.843; number 49, N, carries 1.036; number 50, O, carries -0.626; number 51, O, carries -0.538; number 52, H, carries 0.591; number 53, H, carries 0.311; number 54, H, carries 0.744; number 55, H, carries 0.477; number 56, H, carries 0.505; number 57, C, carries -0.207; number 58, C, carries -0.742; number 59, C, carries -0.003; number 60, C, carries -0.240; number 61, C, carries -0.103; number 62, C, carries -0.735; number 63, N, carries 1.099; number 64, O, carries -0.544; number 65, O, carries -0.555; number 66, H, carries 0.359; number 67, H, carries 0.346; number 68, H, carries 0.465; number 69, H, carries 0.471; number 70, H, carries 0.407; number 71, C, carries -0.323; number 72, C, carries -0.486; number 73, C, carries -0.435; number 74, C, carries -0.107; number 75, C, carries -0.045; number 76, C, carries -0.688; number 77, N, carries 0.730; number 78, O, carries -0.610; number 79, O, carries -0.743; number 80, H, carries 0.333; number 81, H, carries 0.325; number 82, H, carries 0.372; number 83, H, carries 0.384; number 84, H, carries 0.386; number 85, C, carries -0.469; number 86, C, carries -0.713; number 87, C, carries 0.242; number 88, C, carries -0.519; number 89, C, carries -0.274; number 90, C, carries -0.535; number 91, N, carries 0.996; number 92, O, carries -0.539; number 93, O, carries -0.586; number 94, H, carries 0.394; number 95, H, carries 0.482; number 96, H, carries 0.730; number 97, H, carries 0.425; number 98, H, carries 0.362


This record from the Open Molecules 2025 dataset describes a cluster of 2 separate species, C8H15BF2N2O6 in total. The level of theory is ωB97M-V with the def2-TZVPD basis set.

Atoms and positions in Å:
C: 1.905 -1.594 2.005
C: 2.067 -0.100 1.866
O: 3.086 0.432 1.560
N: 0.870 0.697 2.164
C: 0.619 0.835 3.609
C: -0.138 0.423 1.274
O: 0.042 0.141 0.126
O: -1.395 0.575 1.837
C: -2.358 -0.355 1.534
F: -1.794 -1.610 1.537
F: -2.820 -0.184 0.275
B: -3.562 -0.341 2.606
O: -4.752 -0.910 2.279
O: -3.352 0.233 3.813
H: 1.751 -2.017 1.009
H: 2.823 -2.001 2.432
H: 1.054 -1.867 2.629
H: 0.939 1.827 3.935
H: -0.435 0.708 3.836
H: 1.210 0.100 4.165
H: -4.710 -1.493 1.512
H: -4.044 -0.005 4.443
C: 1.562 0.069 -2.813
N: 2.095 0.593 -4.055
C: 1.420 0.945 -5.180
C: -0.084 0.780 -5.163
O: 2.008 1.376 -6.158
H: 1.807 0.724 -1.977
H: 1.975 -0.920 -2.605
H: 0.482 -0.017 -2.865
H: 3.092 0.727 -4.126
H: -0.464 1.104 -6.127
H: -0.363 -0.261 -4.998
H: -0.537 1.385 -4.377

Summary:
lowest unoccupied orbital energy: 0.004 Ha
HOMO energy: -0.336 hartree
charge: 0
SMILES: CC(=O)N(C)C(=O)OC(F)(F)B(O)O.CNC(C)=O

The Mulliken scheme yields these atomic charges, measured in e: number 1, C, carries -0.950; number 2, C, carries 0.363; number 3, O, carries -0.521; number 4, N, carries 0.088; number 5, C, carries -0.799; number 6, C, carries 0.543; number 7, O, carries -0.521; number 8, O, carries -0.314; number 9, C, carries 0.557; number 10, F, carries -0.303; number 11, F, carries -0.275; number 12, B, carries 0.637; number 13, O, carries -0.528; number 14, O, carries -0.477; number 15, H, carries 0.255; number 16, H, carries 0.373; number 17, H, carries 0.346; number 18, H, carries 0.259; number 19, H, carries 0.322; number 20, H, carries 0.323; number 21, H, carries 0.323; number 22, H, carries 0.301; number 23, C, carries -0.764; number 24, N, carries -0.117; number 25, C, carries 0.742; number 26, C, carries -1.195; number 27, O, carries -0.649; number 28, H, carries 0.301; number 29, H, carries 0.245; number 30, H, carries 0.256; number 31, H, carries 0.214; number 32, H, carries 0.287; number 33, H, carries 0.341; number 34, H, carries 0.337


This record from the Open Molecules 2025 dataset describes a structure of composition CsFV in a non-equilibrium geometry. The level of theory is ωB97M-V with the def2-TZVPD basis set.

Atoms and positions in Å:
V: -13.599 -21.867 4.234
Cs: -13.711 -26.035 3.468
F: -12.947 -23.274 2.913

Summary:
lowest unoccupied orbital energy (spin up / spin down): -0.427 / -0.411 Ha
HOMO energy (spin up / spin down): -0.775 / -0.810 hartree
charge: +2
expectation value of S²: 3.757
spin multiplicity: 4

The Mulliken scheme yields these atomic charges, measured in e: number 1, V, carries 1.683; number 2, Cs, carries 0.992; number 3, F, carries -0.675


This record from the Open Molecules 2025 dataset describes a cluster of 2 separate species, C5H13NO in total. The level of theory is ωB97M-V with the def2-TZVPD basis set.

Atoms and positions in Å:
C: 0.819 1.302 -1.701
C: 0.007 0.774 -0.563
C: -0.211 0.737 1.776
C: 0.211 -1.668 0.757
C: -1.159 -2.254 0.468
N: 0.260 1.355 0.692
O: 0.394 2.631 -2.052
H: 0.874 2.911 -2.840
H: 1.148 1.829 0.790
H: 1.885 1.301 -1.431
H: 0.695 0.616 -2.547
H: 0.238 -0.439 -0.143
H: -1.060 0.731 -0.788
H: -1.200 0.309 1.734
H: 0.205 0.996 2.739
H: 0.499 -1.788 1.798
H: 0.994 -2.121 0.143
H: -1.216 -3.330 0.674
H: -1.939 -1.780 1.074
H: -1.446 -2.113 -0.580

Summary:
lowest unoccupied orbital energy: 0.029 Ha
HOMO energy: -0.253 hartree
charge: 0
energy above the lowest of the compared OMol25 structures with the same formula, charge and spin: 110.4 kcal per mole

The Mulliken scheme yields these atomic charges, measured in e: number 1, C, carries -0.586; number 2, C, carries 0.073; number 3, C, carries -0.587; number 4, C, carries -0.708; number 5, C, carries -0.813; number 6, N, carries -0.138; number 7, O, carries -0.522; number 8, H, carries 0.313; number 9, H, carries 0.269; number 10, H, carries 0.325; number 11, H, carries 0.333; number 12, H, carries -0.266; number 13, H, carries 0.287; number 14, H, carries 0.279; number 15, H, carries 0.343; number 16, H, carries 0.313; number 17, H, carries 0.276; number 18, H, carries 0.318; number 19, H, carries 0.229; number 20, H, carries 0.261


This record from the Open Molecules 2025 dataset describes an isolated molecule of C5H9NO. The level of theory is ωB97M-V with the def2-TZVPD basis set.

Atoms and positions in Å:
C: -1.950 -0.310 -0.196
C: -1.203 0.658 0.694
N: -0.264 0.132 1.666
C: 0.266 0.797 0.476
C: 0.880 -0.035 -0.629
C: 2.325 -0.249 -0.727
O: 1.489 -1.211 -0.102
H: -2.207 0.155 -1.156
H: -2.870 -0.660 0.280
H: -1.330 -1.190 -0.404
H: -1.788 1.506 1.053
H: -0.194 -0.883 1.612
H: 0.797 1.707 0.751
H: 0.300 -0.144 -1.551
H: 2.766 -0.660 -1.634
H: 2.984 0.387 -0.132

Summary:
lowest unoccupied orbital energy: 0.041 Ha
HOMO energy: -0.346 hartree
charge: 0
SMILES: C[C@H]1N[C@H]1[C@H]1CO1
energy above the lowest of the compared OMol25 structures with the same formula, charge and spin: 73.1 kcal per mole

The Mulliken scheme yields these atomic charges, measured in e: number 1, C, carries -1.358; number 2, C, carries 0.157; number 3, N, carries -0.617; number 4, C, carries -0.393; number 5, C, carries 0.084; number 6, C, carries -0.490; number 7, O, carries -0.434; number 8, H, carries 0.287; number 9, H, carries 0.357; number 10, H, carries 0.375; number 11, H, carries 0.389; number 12, H, carries 0.306; number 13, H, carries 0.413; number 14, H, carries 0.416; number 15, H, carries 0.257; number 16, H, carries 0.251


This record from the Open Molecules 2025 dataset describes an isolated molecule of C32H27FN2O4S2 in a non-equilibrium geometry. The level of theory is ωB97M-V with the def2-TZVPD basis set.

Atoms and positions in Å:
C: -5.461 3.297 1.473
N: -4.150 3.594 0.939
C: -2.926 3.119 1.399
C: -1.895 3.619 0.637
C: -0.458 3.300 0.866
C: 0.319 3.511 -0.382
C: -0.026 3.419 -1.752
N: 1.042 3.822 -2.535
C: 0.974 4.072 -3.966
C: 2.124 4.146 -1.711
C: 3.300 4.834 -2.034
C: 4.086 5.236 -0.938
C: 3.643 5.123 0.390
C: 2.410 4.551 0.656
C: 1.680 3.988 -0.377
C: -0.126 1.814 1.894
F: -0.470 1.558 3.282
S: 1.694 1.473 1.877
O: 2.043 1.373 0.487
O: 2.174 2.609 2.704
C: 2.334 -0.067 2.650
C: 2.891 -1.051 1.830
C: 3.342 -2.234 2.422
C: 3.216 -2.412 3.798
C: 2.682 -1.409 4.608
C: 2.254 -0.214 4.036
S: -0.838 0.294 1.017
O: -1.678 0.710 -0.081
O: 0.234 -0.696 0.839
C: -2.041 -0.404 2.220
C: -1.510 -1.237 3.215
C: -2.352 -1.697 4.227
C: -3.699 -1.304 4.212
C: -4.222 -0.460 3.216
C: -3.388 -0.017 2.189
C: -2.540 4.497 -0.368
C: -2.041 5.499 -1.213
C: -2.939 6.237 -1.972
C: -4.316 6.079 -1.828
C: -4.858 5.208 -0.883
C: -3.957 4.410 -0.180
H: -6.223 3.964 1.043
H: -5.744 2.261 1.222
H: -5.466 3.393 2.570
H: -2.857 2.496 2.290
H: 0.014 3.662 1.971
H: -0.943 3.051 -2.217
H: 1.970 4.378 -4.314
H: 0.621 3.167 -4.495
H: 0.295 4.914 -4.210
H: 3.536 5.085 -3.071
H: 5.044 5.727 -1.110
H: 4.210 5.533 1.228
H: 1.971 4.567 1.650
H: 2.934 -0.891 0.751
H: 3.748 -3.014 1.784
H: 3.484 -3.368 4.244
H: 2.537 -1.549 5.676
H: 1.779 0.583 4.616
H: -0.461 -1.535 3.177
H: -1.953 -2.342 5.006
H: -4.313 -1.652 5.028
H: -5.266 -0.134 3.241
H: -3.767 0.627 1.379
H: -0.963 5.756 -1.172
H: -2.545 6.981 -2.649
H: -4.968 6.654 -2.475
H: -5.924 5.099 -0.732

Summary:
lowest unoccupied orbital energy: 0.010 Ha
HOMO energy: -0.274 hartree
charge: 0
SMILES: Cn1cc(C(c2cn(C)c3ccccc23)C(F)(S(=O)(=O)c2ccccc2)S(=O)(=O)c2ccccc2)c2ccccc21
energy above the lowest of the compared OMol25 structures with the same formula, charge and spin: 8.1 kcal per mole

The Mulliken scheme yields these atomic charges, measured in e: number 1, C, carries -0.887; number 2, N, carries 0.117; number 3, C, carries -1.259; number 4, C, carries 0.075; number 5, C, carries 0.056; number 6, C, carries 0.984; number 7, C, carries -0.859; number 8, N, carries 0.202; number 9, C, carries -0.957; number 10, C, carries 0.166; number 11, C, carries -0.961; number 12, C, carries -0.703; number 13, C, carries -1.077; number 14, C, carries -0.143; number 15, C, carries 0.564; number 16, C, carries -0.121; number 17, F, carries -0.395; number 18, S, carries 1.856; number 19, O, carries -0.644; number 20, O, carries -0.795; number 21, C, carries 0.122; number 22, C, carries -0.216; number 23, C, carries -0.681; number 24, C, carries -0.366; number 25, C, carries -0.657; number 26, C, carries -0.437; number 27, S, carries 1.185; number 28, O, carries -0.656; number 29, O, carries -0.589; number 30, C, carries 0.116; number 31, C, carries -0.466; number 32, C, carries -0.662; number 33, C, carries -0.477; number 34, C, carries -0.665; number 35, C, carries -0.227; number 36, C, carries 0.321; number 37, C, carries 0.068; number 38, C, carries -0.849; number 39, C, carries -0.690; number 40, C, carries -1.029; number 41, C, carries 0.141; number 42, H, carries 0.307; number 43, H, carries 0.271; number 44, H, carries 0.321; number 45, H, carries 1.174; number 46, H, carries 0.734; number 47, H, carries 0.683; number 48, H, carries 0.311; number 49, H, carries 0.305; number 50, H, carries 0.314; number 51, H, carries 0.261; number 52, H, carries 0.377; number 53, H, carries 0.415; number 54, H, carries 0.335; number 55, H, carries 0.440; number 56, H, carries 0.386; number 57, H, carries 0.372; number 58, H, carries 0.395; number 59, H, carries 0.407; number 60, H, carries 0.388; number 61, H, carries 0.424; number 62, H, carries 0.370; number 63, H, carries 0.394; number 64, H, carries 0.625; number 65, H, carries 0.450; number 66, H, carries 0.416; number 67, H, carries 0.377; number 68, H, carries 0.244